No. 1
Here is a single C4H9NO molecule from the Open Molecules 2025 dataset. Energies are from ωB97M-V/def2-TZVPD.

XYZ file:
```
15
Properties=species:S:1:pos:R:3:forces:R:3
C 0.5428 -0.0272 -0.9779 0.155 -0.005 -0.115
C -0.5695 0.6444 -0.2319 0.047 0.221 0.142
N -0.7696 -0.6536 -0.8614 -0.267 -0.157 -0.131
H -0.0195 -0.0287 1.7289 -0.120 0.058 -0.016
H 1.5938 -1.8614 -0.9865 0.070 0.147 0.076
H -2.3200 -0.1496 1.6098 0.009 0.127 -0.014
H 2.6617 -0.4891 -0.6758 -0.163 0.100 0.084
H -0.2320 1.7245 1.5591 0.023 -0.139 0.005
H -1.3120 -0.5947 -1.7159 -0.023 0.111 0.098
C -0.6402 0.7512 1.2688 0.416 0.018 -0.060
H -1.0527 1.4874 -0.7345 0.279 -0.103 0.053
C 1.6713 -0.9019 -0.4620 0.013 0.052 0.109
H 0.7989 0.4906 -1.9034 -0.205 -0.260 -0.035
H 1.6067 -1.1222 0.6061 -0.061 0.105 -0.104
O -1.9597 0.7306 1.7765 -0.172 -0.275 -0.092
```
Forces are in eV/Å.

- E_HOMO (eV) = -9.6
- LUMO level (eV) = 1.12
- molar mass (Da) = 87.1
- Kohn-Sham gap (eV) = 10.76
- SMILES = C[C@H]1N[C@H]1CO
- calculated total energy (hartree) = -287.7562
- 2S+1 = 1
- relative energy (zero: lowest compared OMol25 entry of this formula, charge and spin) (kcal/mol) = 47.82

No. 2
Here is 2 unconnected molecules or ions with the total composition CH3BrClIN5O2 from the Open Molecules 2025 dataset. Energies are from ωB97M-V/def2-TZVPD.

XYZ file:
```
14
Properties=species:S:1:pos:R:3:forces:R:3
I -2.8707 0.2119 0.6345 -0.927 0.078 -0.210
N -0.7809 2.1470 0.3529 -0.368 -2.953 0.435
C 0.6562 -0.3105 0.0113 3.036 2.244 0.392
O -0.2121 -3.5760 -0.2253 -1.244 -1.594 0.045
N -0.0056 -1.3506 -0.2706 -1.779 -1.114 -0.666
H -1.0003 -1.3267 -0.5955 1.022 -0.141 0.544
H -1.5203 2.8007 0.0038 0.812 -0.188 0.958
H 0.2114 2.4132 0.5596 -1.466 0.503 -0.138
Br 2.9060 1.3792 0.7252 0.315 0.413 0.285
N -1.0484 0.9506 0.8843 1.109 2.595 0.127
N 0.6337 -2.7908 -0.2330 0.776 1.650 -0.368
N 1.6014 0.3996 0.0832 -1.512 -2.045 -0.327
Cl -0.3804 1.8659 -1.6728 0.122 0.333 -1.302
O 1.8100 -2.8133 -0.2576 0.104 0.220 0.224
```
Forces are in eV/Å.

- E_HOMO (alpha / beta) (eV) = -13.0 / -13.0
- LUMO level (alpha / beta) (eV) = -5.55 / -5.55
- molar mass (Da) = 359.3
- Kohn-Sham gap (alpha / beta) (eV) = 7.40 / 7.40
- calculated total energy (hartree) = -3795.4557
- 2S+1 = 1
- net charge = +1

No. 3
Here is a molecular structure, C9H26Br2CuN4O3 from the Open Molecules 2025 dataset. Energies are from ωB97M-V/def2-TZVPD.

XYZ file:
```
45
Properties=species:S:1:pos:R:3:forces:R:3
H 3.0847 -0.4899 0.3999 -0.301 -0.278 0.213
H 1.7231 -0.0856 -3.1237 0.239 -0.564 0.129
H 3.5328 0.1876 -3.2694 -0.057 -0.001 -0.098
H 2.7967 1.6139 -5.4408 -0.031 -0.095 -0.091
H -3.0917 -2.7186 1.2030 -0.012 0.467 -0.436
N 2.2007 -3.3785 1.5288 2.502 -2.678 0.090
C 2.6903 0.7039 -1.2793 0.328 -1.838 -1.604
H 1.6115 2.9128 -5.0532 0.424 0.149 -0.123
C -2.9088 1.5589 1.1351 0.300 -0.613 -1.519
H -2.4284 2.0020 2.0075 0.225 -0.196 -0.088
H 1.8175 1.6139 0.2237 -0.362 0.269 0.572
C -3.2613 0.0997 1.4109 0.022 -1.194 0.699
H 2.2578 -3.6660 0.5622 -0.673 0.666 0.209
H 2.1693 -2.8324 3.8819 -0.280 0.516 0.395
Cu -0.3000 0.0416 0.3932 -0.319 -0.119 0.102
H -3.8808 0.2093 2.3010 -0.290 -0.788 0.297
H 2.7566 -3.9434 2.1548 0.103 0.032 -0.305
H -3.7477 -0.4958 0.6383 -0.953 1.104 -0.519
O 0.6364 -1.8424 1.4025 -0.945 0.959 -0.951
Br 0.3190 1.1958 2.7694 -0.092 -0.261 -1.018
H 1.9960 -1.2273 -0.8292 0.067 -0.263 0.251
H -2.4929 1.3197 -0.8399 -0.270 -1.372 -0.219
H 3.7724 -1.2582 -0.9870 0.081 0.255 -0.447
H -4.8276 2.4063 1.5664 -0.158 0.431 -0.071
H -4.6357 1.8934 -0.1019 -0.066 0.119 -0.143
H 1.2956 1.9946 -1.2452 -1.068 0.582 0.094
H 1.0389 1.3135 -5.0630 0.147 -0.605 -0.183
C -2.5691 -2.1497 1.9720 -0.760 1.296 1.104
N -1.9686 1.5386 -0.0049 0.399 0.687 -0.094
Br -1.2548 -1.2977 -1.6748 0.557 0.587 0.826
H -1.8380 2.5004 -0.2841 1.079 0.660 0.573
C 1.4673 -2.4338 2.0823 -1.803 0.795 -3.174
H -3.8229 3.3945 0.4223 -0.138 0.012 0.191
H -3.2333 -1.8991 2.7992 -0.530 -0.956 0.189
N 1.6381 -2.1669 3.3388 0.544 0.003 2.884
C -4.1340 2.3948 0.7257 0.096 -1.092 0.654
H -1.7973 -2.7994 2.3846 0.553 0.677 -0.361
C 2.9160 -0.6672 -0.6623 0.096 -0.035 0.175
O -2.1504 -0.8056 1.6432 1.112 0.493 -0.202
C 2.5800 0.5402 -2.8743 -1.410 2.522 1.104
H 0.9082 -1.5838 3.7229 0.306 0.114 0.355
C 1.9334 1.8940 -4.8373 -0.634 0.281 0.578
O 2.2013 1.8749 -3.4509 1.077 -1.253 1.183
H 3.5470 1.3261 -1.0203 -0.039 0.368 -0.329
N 1.4528 1.2110 -0.6276 0.932 0.156 -0.893
```
Forces are in eV/Å.

- E_HOMO (alpha / beta) (eV) = -8.5 / -8.4
- LUMO level (alpha / beta) (eV) = 0.52 / -1.38
- molar mass (Da) = 461.7
- Kohn-Sham gap (alpha / beta) (eV) = 9.01 / 7.02
- <S²> = 0.75
- calculated total energy (hartree) = -7591.7933
- 2S+1 = 2
- relative energy (zero: lowest compared OMol25 entry of this formula, charge and spin) (kcal/mol) = 30.68

No. 4
Here is 8 unconnected molecules or ions with the total composition C33H60BN9O4 from the Open Molecules 2025 dataset. Energies are from ωB97M-V/def2-TZVPD.

XYZ file:
```
107
Properties=species:S:1:pos:R:3:forces:R:3
C -6.9383 -1.0477 -4.7140 0.213 0.118 -0.004
H -3.3526 -3.5983 -2.4959 0.116 -0.134 0.588
C -3.5799 -6.7895 -1.4867 -0.124 0.205 0.062
C -0.7153 0.6364 -1.0874 0.043 0.559 -1.062
H 0.8545 -3.4529 5.1408 0.002 0.021 -0.003
H 3.5399 -1.6463 1.7983 0.705 0.161 0.096
H 2.0478 -2.8873 -1.6306 -0.520 0.284 -0.015
H -5.3425 -2.5857 -0.5461 0.146 0.446 0.045
H -7.6571 -0.5589 -5.3694 0.022 0.000 0.008
N 5.5150 -2.5411 -0.3839 -0.056 -0.165 0.005
H 3.3243 -4.8050 -0.2404 0.013 0.027 0.009
N 6.5217 2.3577 3.7039 0.181 -0.165 -0.092
O -3.2385 0.5130 1.5340 0.108 0.471 -0.178
C 3.9851 -0.8373 2.4090 -0.561 0.211 -0.113
H 4.4307 -5.0986 1.1153 -0.003 0.025 -0.013
H -2.4249 -0.4442 -2.8253 0.019 0.118 0.534
N -5.3508 -4.9558 -0.8942 0.238 -0.446 -0.123
N 0.1646 4.0214 0.7529 2.226 1.523 3.154
C -5.6422 -0.3649 -4.7990 -0.079 -0.038 -0.009
H 1.1115 -2.5006 -4.3900 0.279 0.181 -0.006
H 1.5707 -0.9920 1.9614 -0.124 0.398 -0.075
B -0.6043 2.1653 -1.5916 0.824 0.466 -0.005
H 0.2193 -2.2570 3.9932 0.029 0.010 0.003
C 3.1925 0.4637 2.0337 0.276 -1.572 1.122
H -4.4337 -1.4273 0.4249 -0.034 0.109 -0.384
H 5.0696 -0.7413 2.2536 -0.359 -0.149 -0.102
H -2.7923 -3.3396 -0.7543 -0.091 -0.141 -0.444
H -2.7375 2.0637 0.3008 0.181 -0.374 -0.419
C -4.5686 -5.7579 -1.1556 -0.194 0.015 0.076
H -0.4742 -2.3809 5.6229 0.019 0.008 -0.004
H 9.2203 0.7351 3.4656 -0.022 0.006 -0.001
H -3.7454 0.4860 -2.1612 0.545 -0.006 0.376
H 3.4402 1.1907 2.8261 -0.109 0.191 -0.721
C -4.0557 1.3726 2.3034 -0.512 0.090 0.104
C -3.0822 1.0194 0.1981 -0.551 0.508 0.687
H 3.7555 8.8662 -0.6693 -0.010 0.000 0.021
N -1.7280 -0.9571 0.2728 0.592 -1.175 -1.185
O -0.9161 3.3303 -0.8852 -2.749 -2.361 -3.069
H -6.8287 -2.0874 -5.0175 0.011 0.017 0.013
C 1.7148 5.3075 2.4354 -0.132 -0.110 -0.226
H 3.8084 -1.1315 3.4592 0.044 0.322 -0.316
O 0.1085 -2.3291 0.5748 -0.346 0.444 0.364
C 8.2545 0.5239 3.0096 -0.163 0.170 0.062
H 1.5842 6.3820 2.3113 -0.005 -0.012 0.048
H -0.6041 0.1179 -2.0625 0.342 0.100 0.534
C -3.8417 -1.6099 -1.7345 -0.141 -0.093 -0.122
H 2.8172 -0.7433 -2.5989 -0.418 0.059 0.142
H 2.3690 -0.9873 -0.1978 -0.574 0.284 0.065
H -1.5710 3.7778 -1.4538 0.513 0.388 0.063
H 1.1799 -0.1988 -2.9493 0.067 -0.240 0.345
H -4.1189 1.0721 -0.1968 0.586 -0.103 -0.292
H 1.3460 0.3250 3.1342 0.087 -0.231 -0.340
C 0.8469 4.5867 1.4938 -0.005 0.105 -0.077
H -3.9123 -7.7545 -1.1082 -0.009 0.024 -0.001
N 2.1782 -0.6882 5.9027 -0.141 -0.154 -0.046
C -2.9385 -2.9060 -1.7519 0.104 1.517 -0.479
H -0.0294 1.8844 2.8497 -0.220 -0.078 -0.423
C 0.3927 0.0446 -0.1483 -0.196 -0.429 0.843
H -2.3802 -1.6913 0.5058 0.173 0.052 0.078
H -1.0679 2.1418 1.4544 0.018 -0.514 -0.025
H 2.0871 9.4552 -0.7851 0.005 -0.005 0.023
N 1.7634 -2.8151 -3.6827 -0.563 -0.694 0.526
C -0.4393 1.3928 1.9434 0.896 -0.015 0.525
H 2.3495 0.6746 -0.7732 -0.280 -0.357 -0.105
C 1.7684 -0.8073 -2.2416 0.524 -0.618 0.650
H -3.7051 1.4028 3.3497 -0.112 -0.271 -0.434
H -7.3075 -1.0129 -3.6901 0.025 -0.007 -0.009
H 8.3662 0.5116 1.9267 -0.023 -0.006 0.016
C -4.8657 -1.5892 -0.5765 -0.226 -0.772 0.040
H -0.9779 0.5056 2.3047 -0.159 0.459 -0.240
C 1.4165 -1.4638 5.5304 -0.060 -0.042 -0.067
H -2.1203 2.6459 -3.3229 0.180 0.209 -0.518
C -2.1342 0.0862 -0.6691 -0.566 1.328 1.748
H 4.8705 -5.6298 -0.5194 -0.002 0.023 0.001
H -4.4380 -1.6848 -2.6645 0.226 0.193 0.377
C -1.1756 2.4011 -3.8460 0.188 -0.622 0.021
H 1.3397 1.7967 0.7565 -0.221 -0.378 0.044
C 5.0165 -3.5578 -0.1902 -0.077 -0.065 -0.001
H -0.9427 3.1193 -4.6468 -0.188 -0.161 0.418
H -5.1061 1.0139 2.2616 0.390 0.209 0.165
C 4.3713 -4.8523 0.0564 0.086 0.211 -0.040
H -2.6209 -6.5398 -1.0350 -0.017 0.022 -0.015
C 1.4091 -2.3270 -2.3373 0.713 1.109 -0.647
N 3.0121 9.9883 2.1888 -0.035 -0.114 -0.178
C 1.6794 0.0941 2.1089 0.457 0.907 -0.410
H 7.9090 -0.4534 3.3426 -0.014 0.021 -0.012
H 2.7574 5.0539 2.2478 -0.020 -0.026 0.022
H -5.6886 -0.8662 -0.7127 0.479 -0.019 -0.065
H 0.3491 -2.4922 -2.0970 0.384 -0.236 -0.176
C -0.3869 -1.2464 0.2951 0.388 0.404 -0.479
H 2.4183 7.8625 -0.0793 0.004 0.017 -0.001
C 1.7710 -0.2682 -0.7868 -0.228 0.191 -1.325
H -1.3274 1.3998 -4.2959 0.056 0.430 0.091
C -3.0115 -0.2971 -1.8956 -0.083 -1.298 -0.553
C 0.7813 0.9142 1.1149 -1.034 -0.456 0.719
N -4.6254 0.1663 -4.8637 -0.167 -0.065 0.011
H 2.7124 -2.5306 -3.8918 -0.216 0.087 -0.274
H 1.4619 5.0327 3.4580 0.011 0.005 -0.018
H -4.0568 2.4181 1.9411 0.165 -0.371 0.006
H -1.9646 -2.5617 -2.1497 -0.216 -0.510 0.316
C 2.9116 9.5017 1.1530 -0.013 -0.080 -0.202
H 3.5188 0.7798 1.0350 -0.197 0.186 0.392
C 0.4445 -2.4492 5.0425 0.152 0.188 0.034
H -3.4590 -6.8524 -2.5668 0.000 0.014 0.017
O -0.0915 2.3528 -2.9016 -0.903 -0.088 0.217
C 7.2841 1.5537 3.3986 -0.019 -0.026 -0.003
C 2.7850 8.8831 -0.1766 0.036 0.147 0.322
```
Forces are in eV/Å.

- E_HOMO (eV) = -8.6
- LUMO level (eV) = 0.44
- molar mass (Da) = 657.7
- Kohn-Sham gap (eV) = 9.05
- SMILES = CCC[C@H](C)[C@@]1(CCCN)C(=O)N[C@](COC)(CC(C)C)[C@H]1B(O)OC.CC#N.CC#N.CC#N.CC#N.CC#N.CC#N.CC#N
- calculated total energy (hartree) = -2111.9470
- 2S+1 = 1

Q: What is the calculated total energy in the first record?
A: -287.7562 hartree

Q: calculated total energy of number 2 (CH3BrClIN5O2)?
A: -3795.4557 hartree

Q: calculated total energy of number 3 (C9H26Br2CuN4O3)?
A: -7591.7933 hartree

Q: The highest calculated total energy belongs to which entry?
A: C4H9NO